# 1
Entry from the OMol25 dataset: the molecule C3H5N3OS at a distorted geometry (ωB97M-V with the def2-TZVPD basis set).

XYZ file:
```
13
Properties=species:S:1:pos:R:3:lowdin_charge:R:1
C -0.2307 0.5411 -0.7248 -0.852
C -0.7453 0.6363 0.7427 -0.122
C 1.5867 -1.2231 2.0893 -0.032
H -0.5717 -2.0851 -0.0967 0.078
H -0.2395 -0.7984 -2.2478 0.111
H -1.2897 1.5785 0.9409 0.107
H 1.8881 -0.5566 2.8081 0.045
H 2.3572 -1.9134 1.6101 0.107
N -0.2557 -0.7156 -1.2563 -0.040
N -0.2327 0.0564 1.7962 0.038
N 0.5200 -1.0844 1.5135 -0.081
O -1.2739 -1.6323 -0.6269 -0.055
S 0.2600 1.8321 -1.5636 0.696
```

Output
SMILES: C=N/N=C\C(=S)NO
Net charge: 0

# 2
Entry from the OMol25 dataset: a 9-piece molecular cluster, C44H89BN4O13S overall at a distorted geometry (ωB97M-V with the def2-TZVPD basis set).

XYZ file:
```
152
Properties=species:S:1:pos:R:3:lowdin_charge:R:1
C 5.1751 -3.2910 1.1037 0.034
C 5.5971 -2.2263 0.1324 -0.524
O 6.4839 -2.4271 -0.6549 0.115
O 4.9741 -1.0069 0.1559 -0.037
C 3.6481 -1.0518 -0.4080 -0.155
C 3.7076 -0.8405 -1.9090 -0.153
C 2.3433 -0.6929 -2.5787 -0.156
C 1.5807 -1.9953 -2.8768 -0.098
C 1.2505 -2.7775 -1.6537 -0.128
C 0.3028 -2.5320 -0.7325 -0.161
C -0.7055 -1.4370 -0.7660 -0.049
C -2.0078 -1.8765 -1.4168 -0.203
C -2.2363 -3.1759 -1.8247 -0.033
C -3.4412 -3.5352 -2.4153 -0.072
C -4.4399 -2.6038 -2.6320 -0.084
C -4.2115 -1.2924 -2.2291 -0.084
C -3.0151 -0.9417 -1.6380 -0.044
N 0.4017 -3.5285 0.2278 0.038
N -0.4128 -3.6671 1.3497 0.145
C -0.3331 -2.7717 2.1937 -0.720
S -0.2342 -1.7468 3.3378 0.890
C 1.3504 -4.3976 -0.1057 -0.062
C 1.6639 -5.6225 0.7631 -0.697
O 2.4893 -5.4060 1.6572 0.018
O 1.0037 -6.6115 0.4396 0.025
N 1.8997 -3.9716 -1.2523 0.213
B 3.0047 -4.7325 -1.9265 -0.626
O 4.0027 -3.9866 -2.5038 0.176
N 2.9048 -6.1541 -1.8853 -0.068
C 1.9565 -6.6205 -2.9102 -0.047
C 4.1951 -6.8611 -1.8958 -0.037
H 4.7653 -2.8694 2.0192 0.097
H 4.4036 -3.9416 0.6885 0.066
H 6.0373 -3.9134 1.3169 0.095
H 3.0605 -0.2633 0.0613 0.122
H 3.2121 -2.0115 -0.1209 0.110
H 4.3267 -1.6095 -2.3653 0.106
H 4.2431 0.0983 -2.0640 0.119
H 2.4970 -0.1943 -3.5366 0.117
H 1.7211 -0.0220 -1.9824 0.102
H 0.6406 -1.7161 -3.3556 0.108
H 2.1153 -2.6123 -3.5937 0.117
H -0.9007 -1.0094 0.2175 0.114
H -0.2806 -0.6545 -1.3927 0.115
H -1.4941 -3.9525 -1.6916 0.115
H -3.5921 -4.5587 -2.7320 0.105
H -5.3567 -2.8973 -3.1199 0.097
H -4.9720 -0.5474 -2.3988 0.087
H -2.8769 0.0915 -1.3378 0.115
H 4.0668 -4.1022 -3.4581 0.131
H 1.1993 -5.8527 -3.0935 0.087
H 1.4075 -7.4957 -2.5632 0.094
H 2.4571 -6.8224 -3.8604 0.089
H 5.0298 -6.2170 -2.1716 0.083
H 4.1555 -7.7144 -2.5710 0.085
H 4.3847 -7.2570 -0.8979 0.093
C 4.2657 2.8684 1.2942 -0.054
C 3.8620 3.4881 -0.0317 -0.492
C 2.9901 4.7188 0.1652 -0.065
O 3.1733 2.5291 -0.8395 -0.063
H 3.3771 2.5446 1.8464 0.082
H 4.8930 1.9910 1.1341 0.067
H 4.8187 3.5741 1.9147 0.084
H 4.7559 3.7608 -0.5945 0.137
H 2.0683 4.4493 0.6889 0.079
H 2.7099 5.1499 -0.7966 0.077
H 3.5076 5.4797 0.7509 0.079
H 2.3717 2.2739 -0.3696 0.079
C 8.2808 0.1575 0.1196 -0.054
C 8.3193 1.5446 0.7346 -0.494
C 9.7374 1.9842 1.0673 -0.067
O 7.5171 1.5770 1.9191 -0.062
H 8.6710 -0.5827 0.8250 0.089
H 7.2618 -0.1281 -0.1232 0.050
H 8.8745 0.1027 -0.7946 0.087
H 7.8713 2.2605 0.0426 0.135
H 10.1843 1.2996 1.7938 0.080
H 9.7366 2.9810 1.5097 0.076
H 10.3677 1.9981 0.1768 0.078
H 7.9103 0.9570 2.5430 0.085
C 0.2532 1.1406 7.5381 -0.058
C -0.1338 1.6452 6.1589 -0.486
C -1.0385 2.8651 6.2488 -0.051
O -0.7825 0.6042 5.4274 -0.114
H -0.6441 0.8384 8.0813 0.064
H 0.9007 0.2660 7.4627 0.080
H 0.7726 1.9040 8.1202 0.080
H 0.7636 1.8987 5.5913 0.135
H -1.9592 2.6119 6.7802 0.064
H -1.3124 3.2121 5.2514 0.079
H -0.5503 3.6828 6.7812 0.080
H -1.5841 0.3690 5.9142 0.061
C -1.3917 -1.9495 -7.5257 -0.054
C -1.1336 -1.2491 -6.2014 -0.486
C -1.6274 0.1892 -6.2273 -0.054
O 0.2639 -1.2731 -5.8919 -0.060
H -0.8652 -1.4359 -8.3353 0.082
H -1.0278 -2.9768 -7.4941 0.080
H -2.4567 -1.9645 -7.7630 0.074
H -1.6284 -1.7986 -5.3973 0.134
H -1.0984 0.7596 -6.9961 0.070
H -1.4328 0.6788 -5.2721 0.089
H -2.6968 0.2419 -6.4332 0.053
H 0.7225 -0.7848 -6.5848 0.090
C -2.5295 2.7115 -9.2279 -0.059
C -2.2699 3.4166 -7.9051 -0.508
C -2.7635 4.8547 -7.9294 -0.061
O -0.8776 3.3742 -7.5926 -0.059
H -1.9971 3.2170 -10.0382 0.083
H -2.1700 1.6825 -9.1888 0.068
H -3.5931 2.6993 -9.4705 0.081
H -2.7696 2.8733 -7.1011 0.126
H -2.2383 5.4231 -8.7018 0.081
H -2.5686 5.3406 -6.9733 0.080
H -3.8338 4.9041 -8.1341 0.080
H -0.4059 3.8473 -8.2870 0.088
C -4.5694 1.4659 8.9343 -0.057
C -4.2726 0.7853 7.6099 -0.491
C -5.4024 -0.1367 7.1801 -0.057
O -3.0455 0.0519 7.6989 -0.068
H -4.6912 0.7205 9.7264 0.084
H -3.7488 2.1234 9.2170 0.063
H -5.4809 2.0615 8.8770 0.084
H -4.1082 1.5429 6.8416 0.132
H -5.5479 -0.9284 7.9202 0.082
H -5.1687 -0.6141 6.2281 0.080
H -6.3395 0.4109 7.0743 0.081
H -3.1538 -0.6312 8.3697 0.096
C -5.2413 -0.5967 -5.9443 -0.067
C -6.5877 -1.1108 -5.4546 -0.490
C -7.7416 -0.4621 -6.2026 -0.060
O -6.7193 -0.8868 -4.0505 -0.070
H -5.1620 0.4819 -5.7768 0.085
H -4.4278 -1.0746 -5.3965 0.065
H -5.1083 -0.7910 -7.0102 0.082
H -6.6315 -2.1935 -5.5847 0.139
H -7.7351 0.6200 -6.0435 0.082
H -8.6956 -0.8436 -5.8389 0.080
H -7.6760 -0.6520 -7.2747 0.081
H -6.6908 0.0654 -3.9040 0.088
C -5.0092 5.5421 11.0716 -0.061
C -3.6095 5.1257 10.6467 -0.501
C -2.6081 6.2536 10.8401 -0.063
O -3.6131 4.6935 9.2862 -0.068
H -5.3546 6.3841 10.4651 0.081
H -5.7122 4.7211 10.9279 0.076
H -5.0332 5.8418 12.1200 0.080
H -3.2960 4.2568 11.2278 0.137
H -2.8855 7.1158 10.2272 0.081
H -1.6117 5.9365 10.5324 0.079
H -2.5661 6.5727 11.8823 0.080
H -3.8851 5.4389 8.7396 0.088
```

Output
Net charge: 0

One value per record, in order, for energy relative to the best compared isomer or geometry (same formula, charge and spin): 115.0 0.0 kcal/mol.
One value per record, in order, for HOMO: -9.03 -8.27 eV.